Density functional theory data (ωB97M-V with the def2-TZVPD basis set) for a structure of composition C10H17ClFeNO9 in a non-equilibrium geometry.

```
! wB97M-V def2-TZVPD RIJCOSX def2/J DEFGRID3
* xyz -3 5
Fe 10.302 4.068 -22.381
Cl 6.578 3.686 -21.164
O 5.746 2.795 -21.916
O 5.769 4.704 -20.597
O 7.267 2.966 -20.090
O 7.566 4.256 -22.033
O 12.563 4.432 -22.881
C 12.393 5.752 -23.344
C 11.149 6.163 -24.159
O 9.901 5.769 -23.704
H 13.333 6.115 -23.816
H 12.345 6.265 -22.350
H 11.275 5.857 -25.227
H 11.220 7.272 -24.256
O 10.999 2.476 -21.200
C 10.732 1.264 -20.570
C 11.671 0.688 -19.464
O 13.001 0.984 -19.440
H 10.704 0.532 -21.411
H 9.710 1.197 -20.136
H 11.533 -0.431 -19.519
H 11.140 0.785 -18.474
N 9.948 2.661 -23.880
C 10.538 2.664 -25.069
C 10.228 1.787 -26.109
C 9.303 0.774 -25.893
C 8.724 0.723 -24.617
C 9.087 1.660 -23.665
H 11.288 3.428 -25.239
H 10.736 1.896 -27.059
H 9.103 -0.060 -26.555
H 8.075 -0.105 -24.367
H 8.686 1.569 -22.661
C 10.018 5.040 -19.410
O 10.309 5.434 -20.748
H 10.637 5.642 -18.735
H 9.003 5.382 -19.161
H 10.072 3.975 -19.219
H 10.829 6.237 -20.731
*
```

## Properties
HOMO energy (alpha / beta) (hartree): 0.118 / 0.118
Energy relative to the best compared isomer or geometry (same formula, charge and spin) (kJ/mol): 0.0
Gap between HOMO and LUMO (alpha / beta) (eV): 3.56 / 3.55

***

Density functional theory data (ωB97M-V with the def2-TZVPD basis set) for a structure of composition C45H47AuN4O3P2S.

```
! wB97M-V def2-TZVPD RIJCOSX def2/J DEFGRID3
* xyz 2 3
Au 0.052 -0.367 -0.040
O -2.508 1.656 0.684
C -3.708 0.980 0.644
C -4.918 1.656 0.611
C -6.093 0.922 0.614
C -6.060 -0.466 0.662
C -4.846 -1.125 0.667
C -3.642 -0.410 0.624
P -2.091 -1.329 0.699
C -1.990 -1.810 2.442
C -1.479 -3.023 2.899
C -1.390 -3.274 4.259
C -1.801 -2.318 5.176
C -2.308 -1.107 4.731
C -2.401 -0.853 3.375
C -2.259 -2.773 -0.370
C -3.212 -2.827 -1.385
C -3.264 -3.919 -2.236
C -2.364 -4.963 -2.089
C -1.382 -4.897 -1.109
C -1.319 -3.801 -0.270
C -2.120 2.393 1.777
C -2.955 2.797 2.799
C -2.415 3.582 3.813
C -1.082 3.962 3.797
C -0.256 3.519 2.776
C -0.761 2.699 1.770
P 0.198 2.001 0.429
C -0.225 2.947 -1.047
C -1.016 2.384 -2.043
C -1.389 3.143 -3.145
C -0.981 4.462 -3.248
C -0.206 5.037 -2.244
C 0.164 4.285 -1.145
C 1.957 2.303 0.753
C 2.499 2.064 2.018
C 3.861 2.184 2.232
C 4.706 2.531 1.187
C 4.180 2.765 -0.075
C 2.814 2.652 -0.289
H -4.929 2.735 0.591
H -7.042 1.438 0.596
H -6.980 -1.030 0.694
H -4.832 -2.207 0.714
H -1.178 -3.805 2.215
H -1.019 -4.230 4.599
H -1.739 -2.521 6.236
H -2.640 -0.361 5.438
H -2.796 0.099 3.051
H -3.916 -2.021 -1.527
H -4.013 -3.953 -3.013
H -2.417 -5.818 -2.747
H -0.660 -5.692 -1.007
H -0.498 -3.739 0.435
H -4.001 2.535 2.809
H -3.058 3.914 4.615
H -0.688 4.597 4.574
H 0.784 3.810 2.768
H -1.336 1.348 -1.970
H -2.006 2.706 -3.916
H -1.271 5.050 -4.106
H 0.097 6.070 -2.318
H 0.751 4.748 -0.361
H 1.857 1.802 2.848
H 4.265 2.031 3.222
H 5.768 2.640 1.359
H 4.827 3.058 -0.888
H 2.418 2.857 -1.275
C 4.452 -1.844 0.934
C 3.063 -1.282 1.003
N 2.408 -0.907 -0.034
O 3.006 -1.041 -1.268
C 2.462 -1.084 2.342
C 3.266 -1.266 3.593
N 1.253 -0.665 2.397
O 0.556 -0.321 3.349
H 4.524 -2.661 0.209
H 4.765 -2.256 1.886
H 5.169 -1.066 0.660
H 3.893 -1.425 -1.153
H 4.162 -0.643 3.574
H 3.585 -2.304 3.702
H 2.677 -0.999 4.468
C 3.578 0.994 -4.023
C 2.100 1.258 -4.243
N 1.232 0.514 -3.340
C 0.918 -0.779 -3.425
S -0.201 -1.502 -2.327
N 1.405 -1.508 -4.421
C 1.155 -2.937 -4.618
C 2.102 -3.796 -3.805
H 4.167 1.563 -4.740
H 3.826 -0.059 -4.146
H 3.878 1.282 -3.018
H 1.806 1.044 -5.276
H 1.858 2.312 -4.095
H 0.792 1.013 -2.577
H 2.010 -1.055 -5.089
H 1.262 -3.120 -5.687
H 0.113 -3.135 -4.362
H 3.140 -3.579 -4.056
H 1.923 -4.849 -4.009
H 1.955 -3.618 -2.740
*
```

## Properties
HOMO energy (alpha / beta) (hartree): -0.461 / -0.477
Energy relative to the best compared isomer or geometry (same formula, charge and spin) (kJ/mol): 20.1
Gap between HOMO and LUMO (alpha / beta) (eV): 7.78 / 5.59